No. 1
The following is a DFT calculation (ωB97M-V/def2-TZVPD) of C4H5F in the gas phase in a non-equilibrium geometry.

Cartesian coordinates (Å):
1 C 0.538 0.144 0.374
2 C 1.262 1.090 0.662
3 C -0.776 0.076 -0.430
4 C -1.022 -1.206 -0.866
5 H 1.200 2.173 0.199
6 H 1.934 0.971 1.462
7 H -1.546 0.962 -0.565
8 H -1.916 -1.172 -1.342
9 H -0.535 -2.025 -0.423
10 F 0.859 -1.012 0.929

Atoms 1-6, force components in eV/Å:
C -6.3 -3.3 -2.5
C 3.6 8.9 0.2
C 1.0 -1.6 0.1
C 0.3 4.5 2.0
H -0.2 -2.5 1.1
H 1.3 -0.1 0.5

Computed properties:
- molecular weight (g mol⁻¹) = 72.08
- relative energy (zero: lowest compared OMol25 entry of this formula, charge and spin) (eV) = 1.590
- LUMO (eV) = 1.01
- frontier orbital gap (eV) = 10.5
- max |F| (eV Å⁻¹) = 9.6

***

No. 2
The following is a DFT calculation (ωB97M-V/def2-TZVPD) of a molecular structure, C13H28BMnN7OS2.

Cartesian coordinates (Å):
1 Mn 0.141 -0.563 0.128
2 C -0.809 1.718 3.178
3 N 0.463 2.155 2.641
4 C 1.531 2.605 3.375
5 C 2.525 2.859 2.494
6 N 2.077 2.574 1.228
7 B 3.007 2.874 -0.004
8 N 2.744 1.936 -1.230
9 C 2.715 2.442 -2.506
10 C 2.445 1.437 -3.367
11 N 2.313 0.297 -2.607
12 C 1.872 -0.992 -3.086
13 C 2.482 0.631 -1.295
14 S 2.494 -0.536 -0.018
15 C 0.820 2.140 1.329
16 S -0.307 1.777 0.066
17 H -0.728 1.658 4.260
18 H -1.064 0.736 2.786
19 H -1.600 2.419 2.915
20 H 1.488 2.717 4.444
21 H 3.518 3.237 2.659
22 H 4.134 2.722 0.370
23 H 2.771 3.988 -0.374
24 H 2.913 3.482 -2.693
25 H 2.351 1.433 -4.439
26 H 1.672 -0.924 -4.152
27 H 0.954 -1.287 -2.567
28 H 2.626 -1.756 -2.907
29 N -5.146 -1.319 -3.135
30 C -4.384 -0.885 -1.914
31 C -2.891 -1.232 -2.035
32 N -2.127 -0.792 -0.870
33 H -6.152 -1.183 -3.008
34 H -4.992 -2.311 -3.329
35 H -4.862 -0.787 -3.960
36 H -4.821 -1.384 -1.051
37 H -4.518 0.189 -1.798
38 H -2.473 -0.747 -2.920
39 H -2.774 -2.312 -2.152
40 H -2.536 -1.165 -0.016
41 H -2.157 0.223 -0.795
42 C 0.621 -4.086 0.483
43 N 0.481 -3.879 1.916
44 C 0.967 -4.947 2.781
45 C 0.029 -2.744 2.418
46 O -0.406 -1.763 1.770
47 H 1.462 -4.749 0.296
48 H 0.819 -3.141 -0.016
49 H -0.280 -4.535 0.060
50 H 0.447 -5.878 2.557
51 H 0.791 -4.691 3.823
52 H 2.036 -5.093 2.632
53 H 0.025 -2.702 3.510

Atoms 1-6, force components in eV/Å:
Mn 0.0 0.0 0.3
C -0.2 0.1 0.0
N 0.2 -0.2 -0.3
C 0.1 0.1 0.1
C 0.1 0.0 0.1
N -0.2 -0.3 0.0

Computed properties:
- molecular weight (g mol⁻¹) = 428.30
- <S²> = 8.758
- LUMO (alpha / beta) (eV) = -6.02 / -6.02
- frontier orbital gap (alpha / beta) (eV) = 6.6 / 6.9
- spin multiplicity = 6
- max |F| (eV Å⁻¹) = 0.8
- net charge = +2

***

No. 3
The following is a DFT calculation (ωB97M-V/def2-TZVPD) of a molecular structure, C2F6KNO4S2 in a non-equilibrium geometry.

Cartesian coordinates (Å):
1 K -5.137 5.862 13.151
2 C -0.927 4.732 14.884
3 F -0.803 3.609 15.675
4 F 0.087 5.590 15.279
5 F -0.822 4.443 13.538
6 S -2.706 5.389 15.349
7 O -2.613 5.611 16.788
8 O -2.927 6.616 14.571
9 N -3.621 4.019 14.734
10 S -4.719 3.910 15.867
11 O -5.429 5.127 16.315
12 O -5.604 2.892 15.293
13 C -3.921 3.062 17.319
14 F -4.506 1.950 17.592
15 F -2.720 2.824 17.071
16 F -4.125 3.946 18.289

Atoms 1-6, force components in eV/Å:
K 0.0 -0.1 0.3
C 0.3 -0.3 0.9
F 0.3 1.4 -1.9
F -2.0 -1.3 -1.1
F 0.0 0.4 2.4
S 2.1 0.7 -0.4

Computed properties:
- molecular weight (g mol⁻¹) = 319.25
- relative energy (zero: lowest compared OMol25 entry of this formula, charge and spin) (eV) = 1.279
- LUMO (eV) = -0.93
- frontier orbital gap (eV) = 9.5
- max |F| (eV Å⁻¹) = 5.4

***

No. 4
The following is a DFT calculation (ωB97M-V/def2-TZVPD) of a molecular structure, C54H44Cl2CuF12N10O24S4 in a non-equilibrium geometry.

Cartesian coordinates (Å):
1 Cu 0.459 -0.309 2.321
2 C -0.210 3.788 3.362
3 F 1.023 4.221 3.583
4 F -1.022 4.662 3.912
5 F -0.317 3.677 2.060
6 S -0.404 2.046 4.019
7 O -0.892 2.121 5.395
8 O -1.184 1.272 3.018
9 N 1.052 1.123 3.716
10 S 1.975 1.448 4.851
11 O 1.894 2.798 5.337
12 O 2.020 0.419 5.876
13 C 3.681 1.149 4.091
14 F 3.863 1.915 3.042
15 F 4.578 1.348 5.000
16 F 3.631 -0.136 3.709
17 C -3.594 -0.216 0.845
18 F -3.720 0.741 1.777
19 F -4.779 -0.819 0.663
20 F -3.017 0.294 -0.255
21 S -2.355 -1.552 1.531
22 O -2.190 -1.331 2.958
23 O -2.892 -2.864 1.149
24 N -0.764 -1.178 0.870
25 S -0.778 -1.940 -0.538
26 O -0.302 -3.286 -0.361
27 O -1.951 -1.769 -1.359
28 C 0.594 -0.952 -1.532
29 F 1.767 -1.021 -0.939
30 F 0.749 -1.560 -2.723
31 F 0.267 0.399 -1.757
32 Cl -1.065 -8.326 -0.389
33 C -0.620 -6.654 0.151
34 C -1.743 -5.742 0.684
35 Cl -2.521 -6.466 2.143
36 H -0.238 -6.082 -0.694
37 H 0.195 -6.694 0.874
38 H -2.516 -5.434 -0.020
39 H -1.328 -4.778 0.981
40 C 6.490 -3.562 0.744
41 C 5.852 -2.468 0.483
42 C 4.565 -2.321 0.930
43 C 3.822 -3.410 1.384
44 C 4.538 -4.626 1.613
45 C 5.867 -4.739 1.264
46 N 2.408 -3.310 1.619
47 O 1.762 -4.267 1.433
48 O 1.992 -2.217 1.971
49 H 7.528 -3.580 0.445
50 H 6.289 -1.668 -0.096
51 H 4.101 -1.372 0.707
52 H 4.055 -5.565 1.842
53 H 6.462 -5.589 1.566
54 C -4.573 1.949 4.751
55 C -5.434 2.501 3.821
56 C -6.070 3.692 4.092
57 C -5.907 4.336 5.345
58 C -5.089 3.735 6.301
59 C -4.479 2.505 6.044
60 N -6.535 5.622 5.592
61 O -6.640 6.006 6.756
62 O -6.965 6.234 4.596
63 H -4.052 1.089 4.359
64 H -5.569 2.002 2.873
65 H -6.713 4.154 3.358
66 H -5.055 4.129 7.306
67 H -3.934 1.968 6.806
68 C 4.528 1.245 -4.444
69 C 3.333 0.576 -4.149
70 C 2.105 1.158 -4.491
71 C 2.032 2.541 -4.922
72 C 3.205 3.239 -5.133
73 C 4.382 2.557 -4.845
74 N 0.771 3.354 -4.931
75 O 0.818 4.421 -5.537
76 O -0.232 2.850 -4.421
77 H 5.487 0.772 -4.291
78 H 3.356 -0.471 -3.887
79 H 1.214 0.548 -4.521
80 H 3.283 4.284 -5.397
81 H 5.323 3.060 -5.008
82 C -2.450 4.045 -0.385
83 C -2.693 4.419 0.903
84 C -2.682 5.750 1.255
85 C -2.120 6.649 0.350
86 C -1.883 6.268 -0.967
87 C -2.085 4.952 -1.319
88 N -1.821 8.004 0.772
89 O -1.463 8.801 0.011
90 O -1.899 8.301 2.033
91 H -2.489 2.987 -0.601
92 H -2.956 3.715 1.678
93 H -2.902 6.096 2.254
94 H -1.359 6.858 -1.704
95 H -1.985 4.730 -2.371
96 C -2.220 -1.645 -6.031
97 C -2.158 -1.314 -4.710
98 C -2.714 -0.158 -4.187
99 C -3.492 0.627 -5.002
100 C -3.713 0.229 -6.419
101 C -3.091 -0.924 -6.924
102 N -4.203 1.756 -4.390
103 O -4.765 2.628 -5.109
104 O -4.201 1.917 -3.148
105 H -1.745 -2.540 -6.407
106 H -1.452 -1.880 -4.121
107 H -2.562 0.161 -3.167
108 H -4.387 0.802 -7.039
109 H -3.345 -1.252 -7.921
110 C 1.748 -4.250 -7.501
111 C 0.384 -4.331 -7.264
112 C -0.097 -4.677 -5.984
113 C 0.723 -4.693 -4.842
114 C 2.040 -4.437 -5.108
115 C 2.573 -4.407 -6.380
116 N 0.249 -4.982 -3.499
117 O 0.883 -4.626 -2.503
118 O -0.854 -5.511 -3.400
119 H 2.193 -3.872 -8.410
120 H -0.340 -4.113 -8.036
121 H -1.122 -5.011 -5.914
122 H 2.760 -4.459 -4.304
123 H 3.653 -4.390 -6.393
124 C 3.404 5.369 -1.773
125 C 2.048 5.069 -1.526
126 C 1.635 3.942 -0.828
127 C 2.646 3.092 -0.318
128 C 3.974 3.321 -0.631
129 C 4.356 4.465 -1.353
130 N 2.338 1.876 0.444
131 O 1.199 1.669 0.830
132 O 3.090 0.895 0.462
133 H 3.784 6.233 -2.298
134 H 1.301 5.784 -1.839
135 H 0.592 3.873 -0.556
136 H 4.666 2.601 -0.220
137 H 5.403 4.653 -1.539
138 C -0.363 -6.323 5.611
139 C 0.701 -5.857 6.407
140 C 1.147 -4.593 6.161
141 C 0.547 -3.852 5.139
142 C -0.647 -4.243 4.496
143 C -1.098 -5.483 4.814
144 N 1.187 -2.581 4.796
145 O 0.438 -1.783 4.098
146 O 2.357 -2.417 4.844
147 H -0.519 -7.386 5.721
148 H 1.404 -6.427 6.996
149 H 2.000 -4.195 6.691
150 H -1.179 -3.654 3.763
151 H -2.035 -5.941 4.533

Atoms 1-6, force components in eV/Å:
Cu -0.3 -0.1 0.5
C 2.4 0.6 -0.1
F -0.1 0.1 0.0
F -0.9 -0.6 -0.2
F -0.9 0.2 -0.4
S -1.0 -3.6 -0.2

Computed properties:
- molecular weight (g mol⁻¹) = 1707.69
- <S²> = 2.024
- LUMO (alpha / beta) (eV) = -5.29 / -8.93
- frontier orbital gap (alpha / beta) (eV) = 6.0 / 2.4
- spin multiplicity = 3
- max |F| (eV Å⁻¹) = 9.0
- net charge = +1

***

No. 5
The following is a DFT calculation (ωB97M-V/def2-TZVPD) of C12H20NP in the gas phase in a non-equilibrium geometry.

Cartesian coordinates (Å):
1 C 3.711 0.824 -0.781
2 C 3.115 1.642 0.105
3 C 3.336 -0.536 -0.803
4 C 2.034 1.099 0.847
5 C 2.244 -1.023 -0.151
6 C 1.513 -0.169 0.590
7 C 0.084 -1.957 1.961
8 C -1.217 1.379 -1.265
9 C -3.169 -0.193 -0.672
10 C -2.120 1.243 0.969
11 C 0.150 -0.687 1.231
12 C -1.747 0.427 -0.211
13 N -0.920 -0.729 0.043
14 P -0.600 -2.077 -1.121
15 H 4.536 1.215 -1.513
16 H 3.450 2.754 0.217
17 H 3.827 -1.200 -1.462
18 H 1.563 1.772 1.539
19 H 1.838 -1.963 -0.168
20 H 0.331 -1.838 3.015
21 H -0.927 -2.350 1.971
22 H 0.794 -2.803 1.563
23 H -0.648 0.839 -2.067
24 H -1.986 2.025 -1.808
25 H -0.303 1.974 -0.870
26 H -3.392 -1.133 -0.053
27 H -3.326 -0.437 -1.800
28 H -3.887 0.699 -0.673
29 H -2.700 2.025 0.583
30 H -2.739 0.448 1.512
31 H -1.161 1.737 1.298
32 H -0.181 0.222 1.759
33 H 0.232 -1.412 -2.058
34 H -1.735 -1.817 -1.727

Atoms 1-6, force components in eV/Å:
C 2.4 -1.0 -2.3
C -0.9 2.1 1.5
C 0.6 0.6 -1.1
C -0.1 0.9 -0.6
C 0.7 1.4 -0.2
C -1.5 0.7 3.0

Computed properties:
- molecular weight (g mol⁻¹) = 209.27
- relative energy (zero: lowest compared OMol25 entry of this formula, charge and spin) (eV) = 2.954
- LUMO (eV) = 0.83
- frontier orbital gap (eV) = 9.0
- max |F| (eV Å⁻¹) = 5.0

***

no.,total energy (eV)
1,-6943.6261
2,-80070.4943
3,-66053.0354
4,-266347.9954
5,-23544.0424